Computed, not measured: a cluster of 8 separate species, BrH14O7 in total in a non-equilibrium geometry, with wB97M-V/def2-TZVPD.

As for the LUMO energy: 3.4 eV. The calculation puts the relative energy (zero: lowest compared OMol25 entry of this formula, charge and spin) at 52.98 kJ/mol. For the HOMO energy, the calculation gives -6.4 eV. Its frontier orbital gap is 0.3581 Ha. The charge is -1.

Atoms and positions in Å:
Br (-0.7572, -0.4810, 0.1551)
O (1.0534, 0.4694, -2.4045)
H (0.3183, 0.1461, -1.8797)
H (1.4744, 1.1793, -1.9186)
O (-0.3459, 2.9319, 1.4030)
H (-1.1023, 3.4105, 1.1152)
H (-0.6690, 2.0391, 1.4889)
O (2.2834, 0.7237, 0.9236)
H (1.3611, 0.6759, 0.7794)
H (2.6111, -0.1649, 0.6974)
O (0.4605, -0.1187, 3.1750)
H (1.0189, 0.5684, 2.8132)
H (-0.1462, -0.3255, 2.4305)
O (-1.4368, -2.6028, -2.5634)
H (-1.7546, -1.9222, -3.1515)
H (-1.4421, -2.2592, -1.6944)
O (-1.4924, 2.2850, -1.5092)
H (-0.5880, 2.5459, -1.3097)
H (-1.5368, 1.4889, -0.9680)
O (0.2801, -3.7647, 0.5000)
H (0.2963, -3.9886, 1.4567)
H (0.1138, -2.8367, 0.4611)